No. 1
Below is a structure of composition C16H24AsF7MnO12 at a distorted geometry, with properties calculated with ωB97M-V with the def2-TZVPD basis set.

Last column: Löwdin spin population.
CARTESIAN COORDINATES (ANGSTROEM)
1 Mn 9.515 27.320 -16.106  4.697
2 As 9.481 23.476 -15.946  0.002
3 F 8.296 23.454 -17.202  0.001
4 F 9.208 25.235 -15.565  0.033
5 F 10.693 23.567 -14.700  0.001
6 F 9.816 21.783 -16.295  0.000
7 F 10.686 24.011 -17.086  0.000
8 F 8.213 23.010 -14.835  0.002
9 F 10.304 29.084 -16.704  0.085
10 C 8.765 25.491 -22.304  0.000
11 C 8.219 26.269 -21.107  0.001
12 C 7.436 25.301 -20.192  0.000
13 O 7.913 25.637 -18.910  0.002
14 C 9.103 26.245 -19.002  0.011
15 O 9.745 26.598 -18.063  0.031
16 O 9.364 26.570 -20.287  0.003
17 H 7.990 24.905 -22.813  0.000
18 H 9.380 24.644 -21.989  0.000
19 H 9.322 26.123 -22.991  0.000
20 H 7.717 27.176 -21.436  0.000
21 H 7.611 24.255 -20.460  0.000
22 H 6.352 25.426 -20.151  0.000
23 C 3.962 28.339 -19.310  0.000
24 C 5.031 29.047 -18.464  0.000
25 C 4.575 29.482 -17.073  0.000
26 O 5.573 28.889 -16.227  0.003
27 C 6.479 28.227 -16.943  0.009
28 O 7.420 27.670 -16.473  0.033
29 O 6.112 28.129 -18.233  0.002
30 H 4.203 28.501 -20.364  0.000
31 H 2.997 28.826 -19.173  0.000
32 H 3.961 27.263 -19.161  0.000
33 H 5.570 29.821 -19.023  0.000
34 H 3.611 29.009 -16.876  0.000
35 H 4.469 30.554 -16.931  0.000
36 C 10.935 29.414 -10.744  0.000
37 C 10.653 27.959 -11.064  0.000
38 C 9.277 27.461 -10.650  0.001
39 O 8.557 27.451 -11.922  0.003
40 C 9.432 27.522 -12.909  0.009
41 O 9.117 27.508 -14.063  0.034
42 O 10.673 27.682 -12.465  0.002
43 H 10.704 29.573 -9.689  0.000
44 H 10.194 30.006 -11.287  0.000
45 H 11.948 29.729 -10.967  0.000
46 H 11.323 27.262 -10.554  0.000
47 H 8.745 28.219 -10.079  0.000
48 H 9.217 26.466 -10.227  0.000
49 C 15.740 27.776 -13.903  0.000
50 C 14.796 26.679 -14.282  0.000
51 C 14.010 25.988 -13.177  0.000
52 O 12.856 25.519 -13.869  0.001
53 C 12.618 26.438 -14.866  0.005
54 O 11.553 26.630 -15.342  0.026
55 O 13.733 27.075 -15.172  0.001
56 H 15.953 28.387 -14.780  0.000
57 H 16.614 27.329 -13.430  0.000
58 H 15.377 28.482 -13.149  0.000
59 H 15.386 25.917 -14.798  0.000
60 H 13.816 26.503 -12.235  0.000
61 H 14.543 25.063 -12.933  0.000

As for the expectation value of S²: 8.7523. The calculation puts the energy relative to the best compared isomer or geometry (same formula, charge and spin) at 88.2 kJ/mol. For the orbital gap (alpha / beta), the calculation gives 8.543 / 9.807 eV. Its calculated total energy is -152738.716 eV. The highest occupied orbital energy (alpha / beta) is -8.171 / -9.437 eV. As for the spin multiplicity: 6.

No. 2
Below is the ion C6H13N2S with charge +1 at a distorted geometry, with properties calculated with ωB97M-V with the def2-TZVPD basis set.

Last column: Mulliken charge in e.
CARTESIAN COORDINATES (ANGSTROEM)
1 C -1.129 1.363 -0.841  -1.238
2 C -0.934 0.407 0.359  0.415
3 C -2.292 -0.124 0.820  -1.744
4 C -0.031 -0.701 -0.011  0.101
5 N 1.318 -0.645 -0.039  0.086
6 C 2.086 -1.840 -0.358  -1.030
7 C 2.099 0.470 0.224  0.156
8 N 3.429 0.728 0.256  -0.353
9 S 5.075 0.248 0.067  -0.069
10 H -1.663 2.245 -0.502  0.382
11 H -1.717 0.885 -1.621  0.379
12 H -0.179 1.675 -1.268  0.373
13 H -0.491 0.982 1.180  0.324
14 H -2.934 0.713 1.083  0.417
15 H -2.189 -0.756 1.698  0.423
16 H -2.779 -0.695 0.034  0.423
17 H -0.451 -1.652 -0.301  0.357
18 H 2.702 -2.117 0.498  0.390
19 H 1.439 -2.677 -0.608  0.320
20 H 2.753 -1.639 -1.197  0.386
21 H 1.508 1.346 0.456  0.165
22 H 3.515 1.711 0.514  0.337

The calculation puts the energy relative to the best compared isomer or geometry (same formula, charge and spin) at 322.8 kJ/mol. For the orbital gap (alpha / beta), the calculation gives 6.904 / 6.236 eV. As for the SMILES: CC(C)/C=[N+](C)\C=[NH+]/[S-]. Its calculated total energy is -20239.134 eV. The highest occupied orbital energy (alpha / beta) is -12.546 / -12.139 eV. Its net charge is +1.

No. 3
Below is an isolated molecule of C2HBrClF3 at a distorted geometry, with properties calculated with ωB97M-V with the def2-TZVPD basis set.

Last column: Mulliken charge in e.
CARTESIAN COORDINATES (ANGSTROEM)
1 F 1.702 -0.612 0.550  -0.211
2 C 0.896 0.014 -0.317  0.005
3 Cl 0.729 -0.906 -1.801  -0.116
4 C -0.772 0.000 0.463  0.419
5 F -1.252 -1.214 0.590  -0.166
6 F -0.642 0.564 1.659  -0.186
7 Br -1.876 1.112 -0.671  -0.098
8 H 1.216 1.042 -0.472  0.354

The calculation puts the energy relative to the best compared isomer or geometry (same formula, charge and spin) at 71.2 kJ/mol. For the orbital gap, the calculation gives 11.417 eV. As for the SMILES: F[C@@H](Cl)C(F)(F)Br. Its calculated total energy is -92806.717 eV. The highest occupied orbital energy is -10.816 eV.

No. 4
Below is a cluster of 12 separate species, C34H97N5O19 in total at a distorted geometry, with properties calculated with ωB97M-V with the def2-TZVPD basis set.

Last column: Mulliken charge in e.
CARTESIAN COORDINATES (ANGSTROEM)
1 C -1.624 20.718 -23.248  -0.933
2 O -1.381 19.911 -22.098  0.026
3 C -0.096 19.345 -22.081  -1.232
4 C -0.079 18.300 -20.980  2.186
5 C -0.222 18.928 -19.592  -1.088
6 N 1.199 17.553 -21.000  -0.776
7 H -1.611 20.038 -24.108  0.321
8 H -0.862 21.498 -23.319  0.316
9 H -2.625 21.138 -23.174  0.239
10 H 0.238 18.994 -23.062  0.460
11 H 0.650 20.080 -21.732  0.419
12 H -0.890 17.576 -21.100  -1.130
13 H -1.144 19.519 -19.525  0.004
14 H 0.555 19.665 -19.365  0.392
15 H -0.230 18.191 -18.790  0.291
16 H 1.290 17.034 -20.134  0.235
17 H 1.970 18.216 -20.952  0.319
18 C -10.991 11.353 -15.815  -0.730
19 O -10.310 11.404 -17.057  -0.317
20 C -8.982 11.885 -16.875  -0.378
21 C -8.356 12.041 -18.245  0.139
22 C -8.438 10.710 -19.016  -1.732
23 N -6.966 12.566 -18.225  -0.025
24 H -12.003 10.973 -15.950  0.261
25 H -11.104 12.375 -15.444  0.284
26 H -10.473 10.675 -15.134  0.297
27 H -9.090 12.855 -16.370  0.316
28 H -8.431 11.207 -16.211  0.366
29 H -8.876 12.736 -18.907  0.255
30 H -9.496 10.491 -19.192  0.480
31 H -8.115 9.867 -18.400  0.358
32 H -8.030 10.724 -20.021  0.294
33 H -6.411 12.057 -17.538  0.223
34 H -7.129 13.513 -17.861  -0.419
35 C -3.909 17.255 -23.398  -0.588
36 O -3.941 16.982 -24.790  -0.243
37 C -5.235 17.033 -25.342  -0.892
38 C -5.111 16.970 -26.868  1.197
39 C -4.372 18.088 -27.582  -1.517
40 N -6.459 16.770 -27.408  -0.711
41 H -4.555 16.538 -22.885  0.262
42 H -4.303 18.268 -23.249  0.462
43 H -2.875 17.233 -23.066  -0.018
44 H -5.836 16.190 -24.976  0.270
45 H -5.694 17.981 -25.023  0.358
46 H -4.474 16.081 -26.983  -0.151
47 H -4.797 19.067 -27.346  0.346
48 H -4.478 17.917 -28.654  0.418
49 H -3.316 18.136 -27.325  0.299
50 H -6.417 16.740 -28.421  0.290
51 H -6.837 15.877 -27.115  0.251
52 C -2.397 9.465 -24.210  -0.534
53 O -1.822 10.522 -24.952  -0.425
54 C -2.572 11.717 -24.847  -0.052
55 C -1.807 12.832 -25.554  0.887
56 C -2.492 14.176 -25.501  -1.055
57 N -1.357 12.444 -26.902  -0.825
58 H -1.810 8.566 -24.395  0.290
59 H -3.431 9.332 -24.536  0.305
60 H -2.322 9.673 -23.138  0.068
61 H -3.604 11.587 -25.195  0.437
62 H -2.656 12.030 -23.801  -0.254
63 H -0.854 12.917 -25.021  -0.206
64 H -1.774 14.978 -25.670  0.443
65 H -2.759 14.409 -24.461  -0.082
66 H -3.444 14.228 -26.026  0.327
67 H -0.883 11.551 -26.847  0.318
68 H -2.166 12.277 -27.497  0.295
69 C -8.290 19.436 -17.082  -0.644
70 O -9.166 18.336 -16.810  -0.400
71 C -8.490 17.192 -16.346  -0.984
72 C -7.551 16.556 -17.355  1.603
73 C -8.111 16.248 -18.739  -1.227
74 N -6.939 15.314 -16.808  -0.572
75 H -8.974 20.282 -17.046  0.301
76 H -7.850 19.403 -18.083  0.197
77 H -7.485 19.488 -16.347  0.294
78 H -8.008 17.349 -15.371  0.517
79 H -9.293 16.483 -16.107  0.305
80 H -6.710 17.256 -17.492  -0.403
81 H -8.645 17.094 -19.189  0.446
82 H -8.894 15.490 -18.654  0.193
83 H -7.368 16.013 -19.498  0.134
84 H -6.726 15.549 -15.840  0.302
85 H -6.057 15.250 -17.330  -0.043
86 O 2.829 16.401 -18.291  -0.578
87 C 2.671 15.064 -18.761  -0.774
88 C 1.392 14.452 -18.231  0.460
89 O 1.345 14.234 -16.839  -0.622
90 H 3.451 16.820 -18.895  0.315
91 H 2.547 15.028 -19.849  0.373
92 H 3.488 14.409 -18.439  0.424
93 H 1.414 13.457 -18.684  0.232
94 H 0.555 15.073 -18.568  -0.170
95 H 1.266 15.064 -16.359  0.315
96 O -3.805 12.107 -15.484  -0.560
97 C -2.466 12.549 -15.288  -0.838
98 C -1.799 12.908 -16.594  0.358
99 O -1.835 11.840 -17.539  -0.611
100 H -4.401 12.673 -14.984  0.302
101 H -2.369 13.390 -14.596  0.561
102 H -1.876 11.744 -14.841  0.370
103 H -0.759 13.179 -16.398  0.426
104 H -2.231 13.812 -17.047  -0.440
105 H -2.766 11.807 -17.832  0.207
106 O -3.426 19.063 -18.618  -0.562
107 C -4.005 19.183 -19.931  -0.135
108 C -3.976 20.620 -20.343  -0.732
109 O -4.924 21.323 -19.534  -0.500
110 H -3.780 19.836 -18.149  0.264
111 H -3.440 18.544 -20.611  -0.142
112 H -5.027 18.789 -19.935  0.684
113 H -4.362 20.667 -21.371  0.224
114 H -2.957 21.007 -20.360  0.442
115 H -4.824 22.267 -19.694  0.313
116 O -2.254 17.331 -16.905  -0.371
117 C -3.309 16.664 -16.268  0.277
118 C -2.830 15.677 -15.222  0.149
119 O -2.192 16.357 -14.141  -0.651
120 H -2.658 18.047 -17.445  0.474
121 H -4.038 17.343 -15.800  0.459
122 H -3.993 16.149 -16.964  -0.363
123 H -2.095 14.973 -15.628  -0.340
124 H -3.687 15.151 -14.802  0.425
125 H -1.309 16.606 -14.428  0.365
126 O -4.817 11.667 -19.703  -0.189
127 C -5.062 10.852 -20.866  -0.647
128 C -5.812 11.608 -21.956  -0.300
129 O -4.943 12.501 -22.657  -0.398
130 H -5.700 11.867 -19.289  0.240
131 H -4.144 10.379 -21.206  0.259
132 H -5.693 10.048 -20.468  0.501
133 H -6.648 12.208 -21.582  0.202
134 H -6.183 10.851 -22.651  0.442
135 H -4.555 13.086 -21.979  0.019
136 O -0.754 13.060 -22.357  -0.477
137 C -0.170 12.759 -21.100  0.652
138 C -0.392 11.303 -20.754  -0.340
139 O 0.090 10.966 -19.466  -0.584
140 H -0.242 13.736 -22.809  0.217
141 H 0.897 13.012 -21.089  0.311
142 H -0.601 13.387 -20.307  -0.442
143 H 0.023 10.614 -21.492  0.304
144 H -1.474 11.108 -20.776  0.011
145 H -0.589 11.271 -18.835  0.470
146 O -3.169 14.038 -21.225  0.670
147 C -3.050 15.216 -20.448  1.517
148 C -4.403 15.597 -19.891  -0.737
149 O -4.767 14.763 -18.791  1.086
150 H -2.339 13.707 -21.610  -0.614
151 H -2.248 15.110 -19.715  -0.287
152 H -2.804 16.015 -21.165  -0.761
153 H -5.152 15.579 -20.689  0.562
154 H -4.319 16.602 -19.478  -0.770
155 H -4.970 13.881 -19.148  -0.657

The calculation puts the energy relative to the best compared isomer or geometry (same formula, charge and spin) at 55.8 kJ/mol. For the orbital gap, the calculation gives 8.931 eV. As for the SMILES: COC[C@H](C)N.COC[C@H](C)N.COC[C@H](C)N.COC[C@H](C)N.COC[C@H](C)N.OCCO.OCCO.OCCO.OCCO.OCCO.OCCO.OCCO. Its calculated total energy is -83178.405 eV. The highest occupied orbital energy is -8.747 eV.

No. 5
Below is a structure of composition C44H47Br2MoN2O6Se at a distorted geometry, with properties calculated with ωB97M-V with the def2-TZVPD basis set.

Last column: Löwdin spin population.
CARTESIAN COORDINATES (ANGSTROEM)
1 Mo -0.305 0.838 1.183  1.620
2 O 1.833 -1.639 2.371  0.000
3 C 2.889 -1.472 1.478  0.000
4 C 2.570 -0.297 0.480  0.011
5 O 3.385 0.133 -0.297  0.024
6 O 1.325 0.123 0.514  0.036
7 C 4.123 -1.131 2.326  0.000
8 C 5.297 -0.628 1.768  0.000
9 C 6.377 -0.297 2.575  0.000
10 C 6.307 -0.467 3.951  0.000
11 C 5.149 -0.987 4.510  0.000
12 C 4.067 -1.319 3.705  0.000
13 C 3.127 -2.759 0.659  0.000
14 C 2.496 -3.929 1.070  0.000
15 C 2.675 -5.119 0.376  0.000
16 C 3.488 -5.158 -0.747  0.000
17 C 4.114 -3.992 -1.171  0.000
18 C 3.940 -2.802 -0.475  0.000
19 H 0.991 -1.831 1.928  0.000
20 H 5.352 -0.447 0.703  0.000
21 H 7.277 0.103 2.124  0.000
22 H 7.136 -0.176 4.585  0.000
23 H 5.080 -1.123 5.582  0.000
24 H 3.157 -1.697 4.147  0.000
25 H 1.854 -3.901 1.941  0.000
26 H 2.176 -6.021 0.714  0.000
27 H 3.629 -6.085 -1.292  0.000
28 H 4.742 -4.003 -2.055  0.000
29 H 4.407 -1.899 -0.839  0.000
30 C -4.082 1.540 3.270  0.013
31 C -2.870 0.960 2.637  0.071
32 N -1.915 1.694 2.166  -0.015
33 O -2.046 3.018 2.494  -0.005
34 C -2.628 -0.449 2.471  0.006
35 C -3.555 -1.561 2.806  0.000
36 N -1.427 -0.651 1.993  0.031
37 O -0.946 -1.801 1.748  0.059
38 H -3.804 2.312 3.985  0.002
39 H -4.665 0.764 3.763  0.000
40 H -4.695 2.008 2.495  0.004
41 H -1.157 3.375 2.343  0.000
42 H -4.526 -1.405 2.332  0.000
43 H -3.706 -1.649 3.885  0.000
44 H -3.123 -2.487 2.433  0.000
45 C -3.216 -0.498 -6.657  0.000
46 C -4.157 -0.731 -5.465  0.001
47 C -4.673 -2.178 -5.505  0.001
48 C -5.346 0.218 -5.610  0.000
49 C -3.405 -0.504 -4.149  0.009
50 C -3.893 0.289 -3.130  -0.001
51 C -3.166 0.448 -1.960  0.012
52 Br -3.990 1.506 -0.605  0.001
53 C -1.903 -0.146 -1.707  0.004
54 O -1.230 0.042 -0.599  0.082
55 C -1.427 -0.999 -2.760  0.009
56 C -2.185 -1.140 -3.914  -0.002
57 C -0.092 -1.746 -2.625  0.001
58 C -0.143 -2.667 -1.399  0.001
59 C 1.055 -0.730 -2.495  0.001
60 C 0.225 -2.620 -3.842  0.000
61 H -3.768 -0.584 -7.600  0.000
62 H -2.405 -1.229 -6.679  0.000
63 H -2.772 0.499 -6.603  0.000
64 H -5.214 -2.374 -6.440  0.000
65 H -5.348 -2.364 -4.667  0.000
66 H -3.843 -2.885 -5.436  0.000
67 H -5.827 0.063 -6.580  0.000
68 H -5.021 1.261 -5.552  0.000
69 H -6.096 0.044 -4.834  0.000
70 H -4.845 0.798 -3.210  0.000
71 H -1.799 -1.786 -4.693  0.000
72 H -0.285 -2.101 -0.482  0.000
73 H 0.793 -3.233 -1.314  0.000
74 H -0.971 -3.378 -1.497  0.000
75 H 0.836 0.022 -1.749  0.000
76 H 1.213 -0.220 -3.451  0.000
77 H 1.986 -1.236 -2.215  0.000
78 H -0.511 -3.419 -3.979  0.000
79 H 1.202 -3.086 -3.683  0.000
80 H 0.283 -2.030 -4.762  0.000
81 Br 3.296 2.611 6.727  0.004
82 C 2.285 2.127 5.185  0.019
83 C 2.648 2.623 3.948  -0.003
84 C 1.882 2.275 2.838  0.022
85 C 0.751 1.452 2.927  -0.002
86 C 0.446 0.963 4.205  0.019
87 C 1.193 1.288 5.329  -0.004
88 H 3.517 3.259 3.844  -0.001
89 H 2.179 2.665 1.870  0.001
90 H -0.400 0.296 4.336  0.001
91 H 0.936 0.888 6.302  -0.001
92 Se -0.038 2.798 -0.383  -0.035
93 C -0.160 4.608 0.261  0.004
94 C 1.007 5.369 0.304  -0.003
95 C 0.968 6.693 0.725  0.001
96 C -0.235 7.269 1.116  -0.003
97 C -1.405 6.526 1.035  0.001
98 C -1.374 5.208 0.590  -0.002
99 H 1.946 4.912 0.013  -0.001
100 H 1.883 7.275 0.753  0.000
101 H -0.257 8.290 1.478  0.000
102 H -2.353 6.973 1.311  0.000
103 H -2.291 4.645 0.495  0.000

As for the expectation value of S²: 2.0334. The calculation puts the energy relative to the best compared isomer or geometry (same formula, charge and spin) at 37.9 kJ/mol. For the orbital gap (alpha / beta), the calculation gives 6.534 / 6.353 eV. Its calculated total energy is -268944.866 eV. The highest occupied orbital energy (alpha / beta) is -4.846 / -4.911 eV. As for the spin multiplicity: 3. Its net charge is -1.

- Which value of energy relative to the best compared isomer or geometry (same formula, charge and spin) does entry 2 give?
  322.8 kJ/mol

- Which value of energy relative to the best compared isomer or geometry (same formula, charge and spin) does entry 2 give?
  322.8 kJ/mol

- What is the calculated total energy in the fourth record?
  -83178.405 eV